# 1
# C34H31AsIMgS3

C34H31AsIMgS3 as an isolated structure at a distorted geometry (ωB97M-V/def2-TZVPD, the OMol25 dataset).

Geometry as XYZ:
```
71
Properties=species:S:1:pos:R:3
Mg -2.6727 0.5485 0.8991
C -2.6180 -0.1728 4.1571
C -1.5806 -0.9690 3.3501
S -0.6172 -0.1117 2.0247
C 0.0778 1.4040 2.8128
C -0.3235 2.6964 2.0944
S -2.0729 2.9832 1.7171
C -2.8054 3.0275 3.3811
C -4.0803 2.1879 3.4385
S -3.9473 0.4236 3.0355
H -2.2418 0.6907 4.6800
H -3.0647 -0.8070 4.9057
H -2.0856 -1.7738 2.7779
H -0.8956 -1.4470 4.0553
H 1.1608 1.3407 2.7402
H -0.1770 1.3865 3.8795
H 0.1460 2.7058 1.1227
H 0.0505 3.5426 2.6292
H -3.0861 4.0607 3.6328
H -2.0782 2.6954 4.1285
H -4.8189 2.5823 2.7609
H -4.5413 2.2434 4.4414
I -4.0979 -2.4561 -0.0304
C -3.6160 -1.7294 -2.0129
C -3.7880 -2.6677 -2.9910
C -3.4875 -2.3505 -4.3068
C -2.9821 -1.1197 -4.5824
C -2.7184 -0.1520 -3.5701
C -2.1596 1.0909 -3.9416
C -1.9278 2.0681 -3.0260
C -2.2226 1.7684 -1.6819
C -2.7872 0.5984 -1.1940
C -3.0517 -0.4390 -2.1860
H -4.3041 -3.6151 -2.8332
H -3.6877 -3.0833 -5.1030
H -2.8892 -0.7341 -5.5855
H -1.9587 1.3218 -4.9996
H -1.6059 3.0607 -3.2889
H -1.9573 2.5569 -0.9685
C 3.8122 1.1465 -4.3843
C 2.4101 1.0679 -4.2431
C 1.9089 0.8738 -2.9702
C 2.7335 0.7140 -1.8569
C 4.1082 0.8184 -2.0114
C 4.6531 1.0277 -3.2932
As 1.7371 0.5461 -0.1286
C 3.0887 0.0315 1.1483
C 3.8689 0.9052 1.9115
C 4.6812 0.3941 2.9299
C 4.7211 -0.9944 3.0979
C 3.9814 -1.8644 2.3258
C 3.1526 -1.3516 1.3445
C 2.2357 -2.0983 0.5068
C 2.0303 -3.4571 0.6278
C 1.0394 -4.0457 -0.2029
C 0.2721 -3.2440 -1.0742
C 0.4678 -1.8994 -1.1295
C 1.4005 -1.3122 -0.2990
H 4.2572 1.2451 -5.3637
H 1.7614 1.1247 -5.0829
H 0.8523 0.8661 -2.8411
H 4.7926 0.7097 -1.1664
H 5.7017 1.1033 -3.4020
H 3.8210 1.9551 1.7235
H 5.4158 0.9900 3.4833
H 5.4454 -1.3476 3.8383
H 4.1270 -2.9347 2.5504
H 2.6996 -4.1191 1.1860
H 0.9239 -5.1395 -0.1432
H -0.4411 -3.7834 -1.6942
H -0.1461 -1.2837 -1.7499
```

- Net charge: +1
- HOMO-LUMO gap: 7.959 eV
- LUMO level: -2.346 eV

=====

# 2
# C34H31Cl2HfN9O3

C34H31Cl2HfN9O3 as an isolated structure (ωB97M-V/def2-TZVPD, the OMol25 dataset).

Geometry as XYZ:
```
80
Properties=species:S:1:pos:R:3
Hf -0.3404 -0.2130 -0.5151
Cl 3.8020 -4.0546 -4.5761
C 2.5560 -3.6077 -3.4752
C 2.1664 -2.2756 -3.4241
C 1.1732 -1.8968 -2.5335
N 0.6753 -0.5686 -2.3581
C 0.7175 0.2974 -3.4155
O 1.1270 0.0854 -4.5341
C 0.1943 1.6635 -3.0694
C 0.1119 2.6172 -4.0654
C -0.3301 3.8871 -3.7404
C -0.6595 4.1505 -2.4194
C -0.5580 3.1384 -1.4873
N -0.1418 1.8937 -1.7868
C 0.5756 -2.8442 -1.7087
C 0.9490 -4.1744 -1.7735
C 1.9468 -4.5544 -2.6599
Cl 2.4073 -6.2112 -2.7208
N -0.3735 -2.3268 -0.7812
C -1.4623 -3.0831 -0.4457
O -1.8617 -4.1006 -0.9619
C -2.1651 -2.5133 0.7604
C -3.1638 -3.2363 1.3827
C -3.7055 -2.7431 2.5577
C -3.2164 -1.5478 3.0646
C -2.2393 -0.8720 2.3602
N -1.7169 -1.3305 1.2124
H 2.6343 -1.5673 -4.0867
H 0.4063 2.3333 -5.0659
H -0.4063 4.6588 -4.4949
H -0.9890 5.1299 -2.1027
H -0.7972 3.3526 -0.4580
H 0.4773 -4.9231 -1.1561
H -3.4703 -4.1739 0.9398
H -4.4804 -3.2887 3.0798
H -3.5814 -1.1383 3.9961
H -1.8463 0.0584 2.7457
C 0.1858 3.7444 3.8563
C -1.1807 3.4816 3.8747
C -1.7630 2.7440 2.8600
C -0.9541 2.2589 1.8328
C 0.4153 2.5066 1.8105
C 0.9803 3.2645 2.8246
N -1.5035 1.4944 0.7538
N -2.7187 1.6549 0.5558
C -3.2885 0.9070 -0.5045
C -4.6346 1.0877 -0.7355
C -5.2174 0.3777 -1.7836
C -4.4345 -0.4687 -2.5444
C -3.0855 -0.5946 -2.2405
N -2.5219 0.0846 -1.2382
H 0.6299 4.3298 4.6504
H -1.7943 3.8562 4.6826
H -2.8242 2.5400 2.8625
H 1.0312 2.1497 0.9944
H 2.0386 3.4880 2.8032
H -5.2012 1.7650 -0.1130
H -6.2719 0.4925 -1.9958
H -4.8466 -1.0379 -3.3656
H -2.4366 -1.2587 -2.7997
C 3.6221 -0.4205 3.3857
N 2.5797 -0.7287 2.4012
C 1.4053 -1.4595 2.8899
C 2.5418 -0.2470 1.1603
O 1.3865 -0.2505 0.5737
N 3.6060 0.2110 0.5021
C 3.4789 1.0838 -0.6652
C 4.9896 -0.1777 0.7879
H 3.1535 -0.4158 4.3663
H 4.0348 0.5696 3.2056
H 4.4204 -1.1585 3.3992
H 1.6962 -2.0074 3.7812
H 1.0570 -2.1699 2.1438
H 0.5966 -0.7714 3.1426
H 2.4422 1.2510 -0.9230
H 3.9711 0.6194 -1.5196
H 3.9656 2.0375 -0.4552
H 5.0265 -1.0698 1.3993
H 5.5433 0.6314 1.2633
H 5.4639 -0.4155 -0.1630
```

- Net charge: +2
- Relative energy (zero: lowest compared OMol25 entry of this formula, charge and spin): 0.0000 eV
- HOMO-LUMO gap: 5.000 eV
- LUMO level: -7.392 eV

=====

# 3
# C34H31ClGeIrNO2S3Sb

C34H31ClGeIrNO2S3Sb as an isolated structure at a distorted geometry (ωB97M-V/def2-TZVPD, the OMol25 dataset).

Geometry as XYZ:
```
75
Properties=species:S:1:pos:R:3
Ir 1.2444 0.0992 0.8873
S 4.3404 -3.4895 2.6851
Sb 3.9549 -1.2123 2.5330
S 3.3578 -0.7743 0.1684
S 1.6991 -0.7322 3.3419
C -3.9321 3.8397 0.7223
O -2.7837 4.5222 1.1670
C -2.0807 3.9287 2.2115
C -2.6932 3.3945 3.3246
C -1.9305 2.8875 4.3698
C -0.5488 2.9467 4.2964
C 0.0779 3.4940 3.1938
C -0.6697 3.9760 2.1167
N -0.1386 4.5519 0.9977
C 1.1306 5.0356 0.7671
C 2.3755 4.4599 1.0329
C 3.4884 5.3330 1.0658
C 4.7679 4.8957 1.3048
C 4.9943 3.5392 1.5153
C 3.9442 2.6468 1.4521
C 2.6168 3.0331 1.1858
O 1.6636 2.1853 1.0399
H -4.2026 4.2934 -0.2326
H -4.7731 3.9624 1.4173
H -3.7164 2.7778 0.5730
H -3.7723 3.3730 3.3907
H -2.4188 2.4574 5.2336
H 0.0506 2.5471 5.1022
H 1.1528 3.5359 3.1444
H -0.8569 4.8732 0.3617
H 1.1237 6.0293 0.3213
H 3.3083 6.3941 0.9269
H 5.5848 5.6067 1.3419
H 5.9943 3.1794 1.7254
H 4.1485 1.5929 1.5706
C 0.8023 -1.8048 0.3331
Ge -0.1040 -2.5342 -1.1946
C -2.0754 -2.2678 -1.0448
C -2.7782 -3.0332 -0.1174
C -4.1034 -2.7730 0.1753
C -4.7513 -1.7112 -0.4354
C -4.0610 -0.9288 -1.3441
C -2.7388 -1.2054 -1.6454
C 0.1653 -4.5126 -1.3059
C 1.4347 -5.0335 -1.0761
C 1.6710 -6.3965 -1.1341
C 0.6353 -7.2700 -1.4181
C -0.6329 -6.7664 -1.6549
C -0.8586 -5.4010 -1.6077
C 0.4754 -1.8926 -3.0078
C -0.3703 -1.8367 -4.1092
C 0.0973 -1.4252 -5.3467
C 1.4319 -1.0970 -5.5145
C 2.2916 -1.1713 -4.4312
C 1.8107 -1.5546 -3.1918
H 1.2066 -2.6072 0.9537
H -2.2663 -3.8382 0.3954
H -4.6281 -3.3760 0.9065
H -5.7822 -1.4851 -0.1855
H -4.5551 -0.0836 -1.8063
H -2.2079 -0.5633 -2.3360
H 2.2478 -4.3601 -0.8364
H 2.6626 -6.7872 -0.9464
H 0.8116 -8.3388 -1.4568
H -1.4476 -7.4474 -1.8696
H -1.8526 -5.0178 -1.8025
H -1.4123 -2.1103 -3.9986
H -0.5828 -1.3514 -6.1879
H 1.7994 -0.7888 -6.4862
H 3.3357 -0.9175 -4.5558
H 2.4803 -1.5763 -2.3420
Cl -1.6105 1.2226 0.0930
C -0.7796 0.3596 1.4095
H -1.3965 -0.5270 1.5929
H -0.8655 1.0264 2.2746
```

- Net charge: -2
- Relative energy (zero: lowest compared OMol25 entry of this formula, charge and spin): 0.5021 eV
- 2S+1: 6
- HOMO-LUMO gap (alpha / beta): 5.077 / 5.094 eV
- LUMO level (alpha / beta): 4.245 / 3.210 eV

=====

Number 1 is which compound?
C34H31AsIMgS3